Entry 1:
# C24H45Cl3N3O4SiYb

A structure of composition C24H45Cl3N3O4SiYb (ωB97M-V with the def2-TZVPD basis set, the Open Molecules 2025 dataset).

The geometry in XYZ format:
```
81
Properties=species:S:1:pos:R:3:forces:R:3:mulliken_spin:R:1
C 2.7397 -2.6793 -2.8765 -0.1 -0.1 0.3 0.000
C 2.1866 -1.7897 -3.9441 -0.5 0.2 -0.9 0.000
H 2.4571 -3.7210 -3.0694 0.1 0.1 0.2 0.000
H 2.3780 -2.3629 -1.8880 0.2 -0.2 -0.2 0.000
H 3.8412 -2.6418 -2.8736 -0.3 0.0 0.0 0.000
C 2.0780 -2.1732 -5.2293 0.2 0.6 0.5 0.000
C 2.3706 -3.5383 -5.7588 0.0 -0.3 -0.3 0.000
H 1.7972 -1.4503 -6.0021 -0.1 -0.2 0.5 0.000
H 1.9649 -4.3357 -5.1226 0.2 0.2 -0.1 0.000
H 3.4441 -3.7255 -5.8998 -0.2 0.0 0.1 0.000
H 1.9030 -3.6303 -6.7472 0.1 -0.1 0.2 0.000
Yb 0.3632 0.1120 2.4202 0.7 -2.1 0.7 1.006
Cl 2.0974 1.8407 3.3949 -0.3 -0.7 -0.1 0.000
Cl 2.1004 -0.9066 0.5509 -0.4 1.0 0.7 0.001
C -0.2631 3.0918 1.8059 0.5 0.7 -0.3 0.000
O -0.9565 2.0786 2.0297 0.3 0.0 0.2 -0.002
N -0.6355 4.1375 1.0624 -0.6 -0.7 0.2 0.000
C -1.9970 4.2435 0.5607 -0.1 -0.1 -0.5 0.000
C 0.3653 5.0340 0.5050 0.1 -0.1 0.0 0.000
H 0.7591 3.1807 2.2238 -0.4 -0.1 -0.3 0.000
H -2.7088 3.8412 1.2898 0.2 0.1 -0.2 0.000
H -2.1205 3.7172 -0.4017 0.0 0.1 0.4 0.000
H -2.1896 5.3033 0.3779 -0.2 -0.1 0.1 0.000
H 1.2345 5.0334 1.1700 -0.1 0.2 -0.2 0.000
H -0.0738 6.0319 0.4121 0.3 -0.1 0.2 0.000
H 0.6775 4.6965 -0.4972 -0.1 0.1 0.3 0.000
H 0.1364 -5.1535 2.7600 -0.2 0.2 0.0 0.000
H -0.1785 -3.3211 0.4257 -0.2 -0.1 0.2 0.000
C -0.9500 -4.9967 2.8158 -0.1 0.1 0.2 0.000
C -1.1751 -3.6990 0.7103 -0.1 0.2 -0.1 0.000
N -1.3402 -3.7640 2.1538 -0.4 1.2 0.4 0.000
H -1.2423 -4.9230 3.8709 0.1 -0.2 -0.3 0.000
C -1.3554 -2.6106 2.8725 0.4 -1.5 0.1 0.000
O -1.4687 -1.4643 2.4032 0.2 0.5 -0.5 -0.001
H -1.9457 -3.0388 0.2954 0.2 -0.2 0.0 0.000
H -1.3077 -2.7751 3.9636 -0.3 0.0 -0.4 0.000
H -1.4646 -5.8333 2.3354 0.0 0.1 0.2 0.000
H -1.3073 -4.7105 0.3163 0.0 0.2 0.0 0.000
O 0.8346 -0.5354 -2.4061 -1.0 0.2 -0.1 0.000
C 1.7519 -0.3898 -3.4830 0.4 0.0 -0.3 0.000
C 0.0528 0.1589 -5.3142 0.3 0.5 -0.1 0.000
C 1.2455 0.4655 -4.6526 0.5 0.0 0.3 0.000
H -0.5285 -0.6979 -4.9843 0.1 0.2 -0.1 0.000
C -0.3601 0.9421 -6.3989 0.0 -0.3 0.3 0.000
H 2.6576 0.0811 -3.0584 -0.3 0.1 -0.1 0.000
C 2.0508 1.5201 -5.1123 -0.5 -0.3 -0.2 0.000
H -1.3206 0.7282 -6.8654 0.2 0.0 0.0 0.000
C 0.4447 1.9727 -6.8751 0.2 0.1 0.1 0.000
C 1.6603 2.2509 -6.2413 0.1 -0.2 0.3 0.000
H 2.9852 1.7274 -4.5805 -0.3 0.0 -0.3 0.000
H 0.1343 2.5607 -7.7417 0.1 -0.2 0.3 0.000
H 2.3157 3.0348 -6.6162 -0.2 -0.1 0.0 0.000
Si -0.4845 0.3762 -1.9028 1.1 -0.3 -2.0 0.000
Cl 1.2269 -2.7253 3.0854 0.4 1.1 0.7 -0.001
C -2.0287 -0.1023 -2.8321 -0.5 0.2 -0.1 0.000
C -0.0451 2.1857 -2.1554 -0.2 0.2 0.1 0.000
C -0.7782 0.0194 -0.1463 0.2 0.0 0.8 -0.001
H -2.1018 0.3231 -3.8434 0.0 -0.1 0.4 0.000
H -2.8913 0.2687 -2.2504 0.2 -0.2 -0.2 0.000
H -2.1039 -1.1976 -2.9051 0.0 0.3 0.0 0.000
H -0.6863 -1.0476 0.0901 0.0 0.4 -0.1 0.000
H -1.7249 0.4216 0.2094 0.0 0.1 0.0 0.000
H 0.0921 0.5792 0.2494 -0.4 -0.2 -0.2 0.000
H 0.2599 2.3885 -3.1917 -0.1 -0.1 0.3 0.000
H 0.8059 2.4371 -1.5064 -0.1 0.0 -0.1 0.000
H -0.8909 2.8533 -1.9246 0.3 -0.2 0.0 0.000
C -1.1109 0.6430 8.1307 0.4 -0.1 0.3 0.000
N -1.2871 0.5245 6.6922 0.3 -0.1 -0.5 0.000
C -2.6072 0.7611 6.1508 -0.4 0.1 -0.3 0.000
C -0.3071 0.2183 5.8106 -0.3 0.2 0.6 0.000
C 1.0436 -0.0853 6.3891 0.1 0.0 -0.4 0.000
O -0.5779 0.2013 4.5937 0.4 -0.1 -0.1 -0.002
H -2.0631 0.9814 8.5502 0.4 -0.1 0.0 0.000
H -0.3331 1.3767 8.3920 -0.2 -0.2 -0.1 0.000
H -0.8438 -0.3168 8.6019 -0.1 0.3 -0.2 0.000
H -2.5828 1.5862 5.4274 -0.1 -0.2 0.2 0.000
H -2.9751 -0.1354 5.6336 0.0 0.3 0.1 0.000
H -3.2618 1.0093 6.9889 -0.1 0.0 -0.4 0.000
H 0.9714 -0.9086 7.1129 0.1 0.2 -0.2 0.000
H 1.7107 -0.3595 5.5682 0.0 0.0 0.3 0.000
H 1.4371 0.8066 6.8960 -0.1 -0.2 -0.1 0.000
```
Forces are in eV/Å.

Output
Orbital gap (alpha / beta) ... 0.2935 / 0.2793 hartree
E_LUMO (alpha / beta) ... 0.278 / -0.108 eV
Net charge ... 0
Spin multiplicity ... 2


Entry 2:
# C24H45ILaP2

A structure of composition C24H45ILaP2 (ωB97M-V with the def2-TZVPD basis set, the Open Molecules 2025 dataset).

The geometry in XYZ format:
```
73
Properties=species:S:1:pos:R:3:forces:R:3:lowdin_charge:R:1
La -1.6255 0.1602 -1.8351 -0.4 -0.7 1.8 1.247
C -3.7325 -1.0608 -0.1130 0.3 0.7 -0.5 -0.267
C -3.1121 -0.0718 0.6935 0.0 0.3 -0.9 -0.326
C -3.9102 0.9871 -1.1869 0.2 -0.6 0.7 -0.407
C -4.2485 -0.4062 -1.2592 0.6 0.5 0.4 -0.337
C -3.1384 1.1890 0.0131 -0.8 -1.2 -0.4 -0.363
C -3.8556 -2.5152 0.1996 -0.2 -0.4 0.4 -0.036
H -2.8902 -3.0507 0.2508 -0.2 0.4 0.0 0.081
H -4.4688 -3.0235 -0.5552 0.1 0.1 0.3 0.059
H -4.3329 -2.6605 1.1824 0.1 0.0 -0.3 0.095
C -5.0541 -0.9984 -2.3492 -0.5 0.0 -0.5 -0.047
H -5.4282 -1.9968 -2.0993 0.1 0.2 -0.1 0.085
H -4.5087 -1.0551 -3.3057 -0.1 -0.1 0.1 0.073
H -5.9225 -0.3548 -2.5396 0.0 -0.2 0.0 0.095
C -4.0265 1.8470 -2.3888 -0.6 0.3 -0.2 -0.098
H -5.0233 1.6891 -2.8236 0.3 0.2 -0.1 0.099
H -3.3179 1.5528 -3.2174 -0.3 0.4 0.2 0.026
H -3.9140 2.9174 -2.1691 0.1 -0.3 -0.2 0.086
C -2.3755 2.3911 0.4439 0.0 0.5 0.4 -0.061
H -2.7394 2.7304 1.4263 0.2 0.1 -0.3 0.101
H -2.4704 3.2184 -0.2677 -0.1 -0.2 0.3 0.043
H -1.2981 2.1734 0.5756 -0.3 0.1 0.0 0.073
C -2.6825 -0.2980 2.0849 0.3 -0.3 0.5 -0.068
H -3.4335 -0.9260 2.5759 0.1 0.2 0.1 0.090
H -2.5918 0.6471 2.6229 0.0 -0.1 0.1 0.085
H -1.7283 -0.8374 2.1660 -0.2 0.2 0.0 -0.001
C 3.4031 -1.5879 -0.5061 -0.3 -0.9 0.9 -0.206
C 3.1169 -2.1546 0.6772 0.5 -0.1 -1.0 -0.246
C 3.5385 -1.7177 2.0425 0.2 0.3 0.4 -0.191
C 3.9547 -0.2277 2.2346 0.2 -1.0 0.3 -0.190
C 2.9237 0.7411 1.7621 -0.2 0.5 -0.2 -0.164
C 2.8265 1.3311 0.5678 -0.1 -0.1 0.7 -0.193
C 3.6124 1.0085 -0.6608 0.6 -0.1 -0.2 -0.193
C 4.2748 -0.4080 -0.7443 0.2 0.9 -0.5 -0.193
H 4.3698 -2.3597 2.3925 -0.4 0.2 -0.1 0.121
H 4.9441 -0.0482 1.7969 -0.3 0.0 0.1 0.104
H 2.6871 -1.9114 2.7184 0.3 0.0 -0.1 0.109
H 5.1573 -0.3951 -0.0898 -0.3 -0.2 -0.4 0.105
H 2.9741 -2.0369 -1.4110 0.1 0.1 0.4 0.087
H 2.5051 -3.0613 0.6842 0.1 0.2 -0.1 0.083
H 4.6174 -0.5278 -1.7853 0.3 0.3 0.4 0.110
H 2.9519 1.1705 -1.5264 0.2 -0.1 0.1 0.088
H 2.0834 2.1358 0.4681 0.1 -0.5 -0.1 0.091
H 4.4400 1.7328 -0.7575 -0.3 -0.1 -0.2 0.117
H 4.0663 -0.1170 3.3279 0.1 0.2 -0.4 0.115
H 2.1507 0.9556 2.4996 0.2 0.3 0.0 0.102
P -1.4504 -2.5778 -2.5926 0.1 -1.8 -0.5 0.642
C -2.9126 -3.6115 -2.9898 -0.2 0.0 -0.2 -0.260
H -2.6294 -4.4994 -3.5687 0.0 0.2 0.1 0.059
H -3.6555 -3.0347 -3.5516 0.2 -0.2 0.0 0.029
H -3.3969 -3.9410 -2.0622 0.3 0.1 -0.2 0.033
C -0.6990 -2.2514 -4.2475 0.0 -0.1 0.0 -0.288
H -0.5595 -3.2052 -4.7768 0.0 0.4 0.0 0.057
H 0.2785 -1.7569 -4.1216 -0.2 -0.2 -0.1 0.046
H -1.3459 -1.5920 -4.8503 0.2 -0.3 0.1 0.040
C -0.3358 -3.8826 -1.9385 0.2 0.1 0.2 -0.289
H -0.2291 -4.7100 -2.6524 -0.1 0.2 0.1 0.058
H -0.7401 -4.2759 -0.9979 0.0 0.1 -0.2 0.049
H 0.6528 -3.4693 -1.7117 -0.2 0.0 -0.1 0.009
P -0.7372 2.8094 -2.8980 0.4 2.6 -1.0 0.723
C -1.1757 4.4294 -2.0951 -0.1 -0.2 0.3 -0.273
H -0.8627 5.2411 -2.7684 -0.1 -0.3 0.2 0.056
H -0.6413 4.5354 -1.1401 -0.2 0.0 -0.3 0.055
H -2.2562 4.5184 -1.9161 0.4 0.0 0.0 0.035
C 0.9391 3.3446 -3.4429 0.2 -0.3 0.1 -0.283
H 0.8260 4.2864 -4.0027 0.1 -0.4 0.2 0.050
H 1.3813 2.5811 -4.0963 0.1 0.2 0.2 0.048
H 1.5891 3.5133 -2.5728 -0.1 -0.1 -0.3 0.048
C -1.5996 3.1487 -4.5039 -0.1 -0.3 0.0 -0.287
H -1.1758 4.0694 -4.9269 -0.2 -0.3 0.0 0.052
H -2.6785 3.2862 -4.3561 0.3 -0.1 -0.1 0.036
H -1.4331 2.3193 -5.2043 -0.1 0.2 0.0 0.047
I 0.2370 -0.9401 0.1917 -0.3 0.2 -0.2 0.524
```
Forces are in eV/Å.

Output
Orbital gap ... 0.2445 hartree
E_LUMO ... -3.237 eV
Net charge ... +1


Entry 3:
# C24H45IO12S5

A cluster of 6 separate species, C24H45IO12S5 in total (ωB97M-V with the def2-TZVPD basis set, the Open Molecules 2025 dataset).

The geometry in XYZ format:
```
87
Properties=species:S:1:pos:R:3:forces:R:3:lowdin_charge:R:1
O -1.5597 -8.0496 -0.6412 -2.1 -0.8 0.3 0.169
C -0.6634 -7.3905 -0.9886 3.6 1.1 -0.8 -0.466
C 0.8357 -7.6393 -0.7194 0.6 0.8 0.8 -0.080
C 1.6798 -6.6712 -1.6208 -1.8 -0.7 1.3 -0.182
C 0.5461 -5.6009 -1.8414 0.6 -1.0 -1.3 -0.705
I 0.7628 -3.9110 -0.5052 -0.2 -0.3 -0.4 0.965
O -0.7335 -6.1925 -1.6834 1.3 -1.3 2.8 -0.147
H 0.9478 -7.1402 0.2761 -0.2 -0.6 -0.3 0.120
H 1.1925 -8.6682 -0.5672 -0.5 0.3 -0.4 0.124
H 2.0054 -7.0715 -2.5960 -0.1 0.1 0.6 0.117
H 2.4935 -6.3648 -0.9477 0.0 0.3 -1.0 0.087
H 0.5839 -5.3827 -2.9228 0.0 1.1 0.8 0.086
O -1.7938 -5.5829 -3.4026 -0.8 0.9 -2.2 -0.303
S -1.6924 -4.5401 -4.3968 -0.5 0.1 -0.3 0.683
O -0.5332 -4.4156 -5.2521 0.1 -0.3 0.3 -0.328
C -3.1671 -4.5624 -5.4090 -0.4 0.1 -0.2 -0.230
C -4.1413 -3.6469 -4.6752 0.0 0.0 0.1 -0.220
C -3.3182 -2.4342 -4.2279 -0.1 0.0 -0.1 -0.212
C -2.0213 -2.9633 -3.6059 -0.1 0.4 0.1 -0.217
H -3.5285 -5.5838 -5.5108 0.2 0.0 0.0 0.108
H -2.9056 -4.1569 -6.3874 0.1 0.0 0.0 0.106
H -4.9753 -3.3568 -5.3142 0.0 0.0 0.0 0.115
H -4.5485 -4.1594 -3.7998 0.0 0.0 -0.1 0.122
H -3.0837 -1.8137 -5.0967 0.0 0.0 0.0 0.117
H -3.8670 -1.8121 -3.5208 0.0 0.0 0.0 0.116
H -1.1839 -2.2914 -3.7838 0.1 -0.2 0.1 0.105
H -2.1326 -3.1418 -2.5366 0.1 -0.1 0.0 0.097
O 0.5539 0.5263 -0.4467 -0.3 -0.2 0.1 -0.317
S 1.1228 -0.0081 0.7655 0.3 0.1 0.1 0.634
O 0.3522 -0.8175 1.6822 -0.2 0.0 -0.2 -0.355
C 2.6283 -0.8754 0.3520 0.4 0.0 -0.1 -0.278
C 3.7114 0.1960 0.4212 0.0 0.1 0.0 -0.220
C 3.4071 1.0168 1.6762 0.1 0.0 0.0 -0.206
C 1.9065 1.3285 1.6680 0.3 0.3 0.3 -0.215
H 2.5337 -1.3301 -0.6317 -0.2 0.0 0.0 0.061
H 2.7883 -1.6454 1.1084 -0.1 0.0 0.0 0.097
H 4.7075 -0.2447 0.4566 0.0 0.0 0.0 0.121
H 3.6575 0.8394 -0.4582 0.0 -0.1 0.0 0.085
H 3.6567 0.4297 2.5645 0.0 0.0 0.0 0.116
H 3.9985 1.9321 1.7120 0.0 0.0 0.0 0.113
H 1.4959 1.3691 2.6753 -0.2 0.0 -0.1 0.095
H 1.6931 2.2584 1.1418 -0.1 -0.1 -0.1 0.100
O 3.0923 3.4828 -1.1207 0.2 -0.1 0.3 -0.316
S 4.3636 3.3601 -1.7914 0.2 0.0 -0.4 0.656
O 5.4702 2.6430 -1.2054 -0.2 0.0 0.3 -0.326
C 4.0771 2.7373 -3.4413 -0.1 0.0 -0.4 -0.228
C 3.8536 3.9889 -4.2831 0.0 0.1 0.0 -0.219
C 4.9126 4.9965 -3.8214 0.0 0.0 -0.1 -0.215
C 4.9107 4.9945 -2.2887 0.1 0.4 -0.2 -0.220
H 3.2231 2.0621 -3.4376 0.0 0.0 0.2 0.112
H 4.9759 2.2060 -3.7565 0.0 0.0 0.1 0.110
H 3.9365 3.7739 -5.3482 0.0 0.0 0.0 0.117
H 2.8547 4.3914 -4.0962 0.0 -0.1 0.0 0.121
H 5.8941 4.6865 -4.1887 0.0 0.0 0.0 0.117
H 4.7178 5.9950 -4.2128 0.0 0.0 0.0 0.115
H 5.9033 5.1790 -1.8825 -0.1 -0.1 0.2 0.103
H 4.2046 5.7207 -1.8878 0.0 -0.1 0.1 0.105
O -6.1084 0.2874 0.9483 -0.2 -0.1 0.1 -0.330
S -5.5392 -0.2474 2.1625 0.3 -0.1 0.2 0.665
O -6.3142 -1.0516 3.0772 -0.2 0.1 -0.2 -0.336
C -4.0341 -1.1180 1.7492 0.4 0.0 -0.1 -0.229
C -2.9487 -0.0490 1.8168 0.0 0.0 0.0 -0.211
C -3.2511 0.7731 3.0715 0.0 0.1 0.0 -0.213
C -4.7512 1.0885 3.0645 0.3 0.3 0.2 -0.218
H -4.1298 -1.5745 0.7658 -0.2 0.0 0.0 0.104
H -3.8769 -1.8870 2.5064 -0.1 0.0 0.0 0.108
H -1.9542 -0.4898 1.8547 0.0 0.0 0.0 0.086
H -3.0004 0.5937 0.9335 0.0 0.0 0.0 0.127
H -3.0023 0.1852 3.9604 0.0 0.0 0.0 0.123
H -2.6561 1.6858 3.1057 -0.2 -0.3 -0.1 0.064
H -5.1615 1.1314 4.0715 -0.2 0.0 -0.1 0.102
H -4.9619 2.0190 2.5385 -0.1 -0.1 0.0 0.105
O -0.9455 2.9561 3.3687 0.0 0.1 -0.1 -0.326
S -1.5069 3.9524 4.2483 0.0 0.3 0.4 0.664
O -2.8958 4.3310 4.1874 0.0 -0.3 -0.3 -0.314
C -1.0937 3.5191 5.9322 0.2 -0.1 0.3 -0.226
C 0.2562 4.1861 6.1731 0.1 0.0 -0.1 -0.221
C 0.1471 5.5840 5.5540 0.0 0.0 0.1 -0.215
C -0.4832 5.4234 4.1661 0.3 0.4 0.1 -0.217
H -1.0644 2.4362 6.0379 -0.1 0.0 -0.1 0.110
H -1.8625 3.9397 6.5811 0.0 0.0 -0.1 0.110
H 0.4955 4.2311 7.2354 0.0 0.0 0.0 0.116
H 1.0469 3.6213 5.6720 0.0 0.0 0.0 0.118
H -0.4942 6.2098 6.1794 0.0 0.0 0.0 0.118
H 1.1188 6.0738 5.4896 0.0 0.0 0.0 0.114
H -1.1041 6.2771 3.9023 -0.1 -0.1 -0.1 0.104
H 0.2732 5.2632 3.3985 -0.1 -0.1 0.0 0.105
```
Forces are in eV/Å.

Output
Orbital gap ... 0.3585 hartree
E_LUMO ... 0.270 eV
Net charge ... 0
Structure (SMILES) ... O=C1CC[C@H](I)O1.O=S1(=O)CCCC1.O=S1(=O)CCCC1.O=S1(=O)CCCC1.O=S1(=O)CCCC1.O=S1(=O)CCCC1


Values for energy above the lowest of the compared OMol25 structures with the same formula, charge and spin, eV, ordered as above
0.167, 0.000, 0.000